No. 1
31
Properties=species:S:1:pos:R:3 method="wB97M-V/def2-TZVPD" de_lowest_kcal_mol=153.1 e_tot_ev=-18309.4129 homo_energy_ev=-21.77 total_charge=+3 homo_lumo_gap_ev=3.9593
In 5.703 6.397 -21.724
C 6.650 9.951 -20.810
C 8.028 9.165 -20.721
C 9.102 10.023 -19.904
C 10.302 9.270 -19.389
C 9.875 8.193 -18.466
C 8.684 7.220 -19.038
N 7.728 7.882 -19.985
O 6.950 7.058 -20.776
C 9.349 6.054 -19.845
C 7.841 6.567 -17.873
C 8.662 8.763 -22.071
H 6.181 9.988 -19.827
H 6.071 9.399 -21.550
H 6.845 10.952 -21.196
H 9.496 10.729 -20.635
H 8.541 10.567 -19.144
H 10.827 10.024 -18.805
H 10.945 8.869 -20.173
H 9.780 8.546 -17.439
H 10.724 7.512 -18.421
H 9.974 5.363 -19.279
H 8.624 5.369 -20.286
H 9.803 6.311 -20.802
H 8.445 6.145 -17.070
H 7.293 7.415 -17.462
H 7.160 5.830 -18.299
H 9.489 8.062 -21.963
H 9.183 9.597 -22.539
H 7.885 8.458 -22.772
H 7.602 6.773 -21.421

No. 2
16
Properties=species:S:1:pos:R:3 method="wB97M-V/def2-TZVPD" de_lowest_kcal_mol=164.1 e_tot_ev=-8862.0959 homo_energy_ev="-8.88 / -8.88" homo_lumo_gap_ev="8.5085 / 8.5081"
C -1.369 -1.849 0.184
C -1.124 -0.444 0.387
C 0.163 0.172 -0.241
C 1.291 -0.865 -0.346
C 0.537 1.459 0.507
N -0.239 0.406 -1.633
O -0.572 1.524 -1.956
H -2.404 -2.108 0.452
H -1.949 0.274 0.296
H -0.911 -0.579 1.470
H 1.575 -0.987 -1.388
H 0.949 -1.830 0.019
H 2.166 -0.550 0.212
H 0.459 2.301 -0.182
H 1.556 1.414 0.877
H -0.129 1.660 1.341